The following is a quantum chemistry calculation of C27H18FeN6O3 as an isolated structure at a distorted geometry, from the Open Molecules 2025 dataset.

The calculation puts the maximum force at 0.12750 hartree/bohr. The value obtained for the HOMO-LUMO gap (alpha / beta) is 0.2186 / 0.2112 Ha. The LUMO energy (alpha / beta) is -0.151 / -0.152 Ha. The energy above the lowest of the compared OMol25 structures with the same formula, charge and spin comes out at 8.804 eV. As for the expectation value of S²: 0.8571.

Structure (ORCA input):
```
! wB97M-V def2-TZVPD RIJCOSX def2/J DEFGRID3
* xyz 1 2
H -3.795 0.657 -3.224
N 0.678 -1.852 0.000
C 0.087 2.760 -0.386
N 0.469 1.734 0.412
O -1.782 -7.334 0.000
H 2.172 5.229 0.616
C -2.288 0.489 -1.701
N 0.924 -0.187 1.704
H -5.017 -0.982 0.000
N -1.294 1.052 -0.985
H -3.122 -5.402 0.000
C -2.897 -0.620 0.000
C -0.993 2.338 -1.247
Fe 0.000 0.000 0.000
C 0.668 4.024 -0.348
H -3.221 3.045 -3.694
C 1.989 -2.156 0.000
H -4.721 -3.453 0.000
C -0.954 -5.162 0.000
C 2.109 3.221 1.393
H 2.906 3.389 2.105
C 1.697 4.254 0.558
H -2.978 0.463 0.000
C 1.050 -1.370 2.339
O 0.383 -7.088 0.000
H 2.662 -1.304 0.000
C -2.286 -4.704 0.000
H 3.532 -3.647 0.000
C -1.657 3.092 -2.209
C 2.717 0.660 3.066
C 1.755 0.807 2.073
O 1.696 0.000 0.000
N -0.763 -6.628 0.000
H 0.361 -2.141 2.010
C -4.026 -1.422 0.000
H 2.034 -2.580 3.817
C -3.005 1.159 -2.678
C 2.826 -0.572 3.708
C 2.466 -3.448 0.000
H 1.944 -5.497 0.000
H -1.398 4.125 -2.402
H 3.566 -0.721 4.488
C -3.850 -2.802 0.000
C 1.977 -1.609 3.339
C -1.481 -2.422 0.000
C 0.138 -4.234 0.000
H -2.496 -0.548 -1.458
C 1.472 1.987 1.288
C 1.539 -4.489 0.000
C -2.552 -3.331 0.000
C -0.196 -2.858 0.000
N -1.634 -1.098 0.000
H 0.336 4.822 -1.000
C -2.681 2.486 -2.935
H 3.374 1.474 3.347
*
```

natural (NBO) population analysis, charges in e, atoms 1 to 5:
1 H 0.24
2 N -0.42
3 C 0.14
4 N -0.30
5 O -0.36



The following is a quantum chemistry calculation of C30H26N7NaO7S2Se2 as an isolated structure, from the Open Molecules 2025 dataset.

The calculation puts the maximum force at 0.00922 hartree/bohr. The value obtained for the HOMO-LUMO gap is 0.2441 Ha. The LUMO energy is 0.140 Ha. The energy above the lowest of the compared OMol25 structures with the same formula, charge and spin comes out at 0.575 eV.

Structure (ORCA input):
```
! wB97M-V def2-TZVPD RIJCOSX def2/J DEFGRID3
* xyz -2 1
C -3.031 -1.611 -3.736
N 2.054 3.990 -0.786
H 0.235 8.064 3.002
H -0.155 -7.518 -2.305
C -2.600 -0.989 1.276
C -2.316 1.196 0.747
H 0.069 -3.101 -0.441
S 2.806 5.341 -0.327
C 1.530 5.915 0.775
H 1.311 -7.655 1.013
C 0.350 -4.098 -0.132
H -2.220 1.940 -0.033
H -1.957 2.581 2.339
N -0.074 1.444 -4.176
O 2.943 6.285 -1.409
C 0.322 7.202 2.352
H -1.418 4.416 1.434
N 1.883 0.288 1.217
C 2.209 1.495 1.680
C -2.048 -1.320 -4.666
C 0.861 3.855 -0.212
C 0.512 4.990 0.722
H 0.499 -0.908 4.047
C 1.941 1.950 2.956
O 1.613 -3.405 3.435
H 1.333 -5.772 2.633
O 0.096 2.893 -0.363
C 0.706 -7.567 -1.637
H 1.603 -7.527 -2.260
C -2.250 0.560 3.038
C 0.990 -0.206 3.387
C 0.706 -4.334 1.188
H 2.720 2.147 0.978
H 2.281 7.745 1.616
H -2.501 -1.558 3.346
H -0.598 2.313 -2.410
H 0.596 -2.063 -2.729
C -0.433 -1.964 -3.050
H -2.118 0.791 4.089
H 0.053 -4.957 -2.060
O 1.723 0.466 -3.137
H -0.174 2.279 -4.740
H -1.597 6.428 2.915
C 1.298 1.003 -4.188
Na 1.169 0.996 -1.165
N -1.372 -2.267 -2.151
S 0.643 -3.045 2.410
O -0.739 -3.043 2.898
C -2.165 1.554 2.075
C -0.630 5.154 1.485
H -1.743 1.334 -3.111
C -2.475 -0.743 2.641
N -0.754 1.456 -2.938
C 0.688 -6.440 -0.639
Se -2.813 -2.826 0.705
C 0.342 -5.150 -1.033
H -2.314 -0.922 -5.637
C 1.307 1.059 3.818
C -0.717 -1.497 -4.322
O 1.872 1.180 -5.271
H 0.088 -1.221 -4.987
N -2.534 -0.057 0.349
C 1.297 -0.595 2.059
C -0.716 6.274 2.303
H 1.059 1.353 4.834
C 1.050 -5.611 1.603
N 1.028 -1.813 1.524
H 2.226 2.951 3.253
H 0.693 -8.536 -1.137
C 1.039 -6.656 0.689
H -4.080 -1.453 -3.958
C -2.628 -2.086 -2.492
C 1.467 7.033 1.582
O 3.993 5.060 0.442
Se -4.030 -2.464 -1.215
*
```

Mulliken population analysis, charges in e, atoms 1 to 5:
1 C -0.78
2 N -0.46
3 H 0.36
4 H 0.34
5 C 0.15



The following is a quantum chemistry calculation of C5H12N2O2 as an isolated structure at a distorted geometry, from the Open Molecules 2025 dataset.

The calculation puts the maximum force at 0.08857 hartree/bohr. The value obtained for the HOMO-LUMO gap is 0.3414 Ha. The LUMO energy is 0.024 Ha. The energy above the lowest of the compared OMol25 structures with the same formula, charge and spin comes out at 3.203 eV.

Structure (ORCA input):
```
! wB97M-V def2-TZVPD RIJCOSX def2/J DEFGRID3
* xyz 0 1
H -0.781 -2.476 -0.376
C 0.177 1.715 -1.101
O -2.292 1.582 0.480
N -1.074 -1.639 -0.814
H 2.622 0.816 -0.347
H 2.046 -0.465 0.604
H -0.895 1.988 -1.178
H -1.378 -1.292 1.948
C -0.476 -0.816 1.697
H 0.726 1.509 -2.041
H 0.654 2.617 -0.713
H 1.784 1.454 0.974
C 1.759 0.526 0.254
C -0.732 -0.209 0.297
N 0.365 0.520 -0.251
H -2.445 -1.115 -0.674
H -0.245 -0.064 2.495
H -0.234 -1.496 -1.451
H 0.284 -1.598 1.580
C -2.177 0.469 0.081
O -3.023 -0.270 -0.442
*
```

natural (NBO) population analysis, charges in e, atoms 1 to 5:
1 H 0.35
2 C -0.42
3 O -0.61
4 N -0.97
5 H 0.22



The following is a quantum chemistry calculation of a 10-piece molecular cluster, C40H75N5O5 overall at a distorted geometry, from the Open Molecules 2025 dataset.

The calculation puts the maximum force at 0.05344 hartree/bohr. The value obtained for the HOMO-LUMO gap is 0.3111 Ha. The LUMO energy is 0.023 Ha. As for the SMILES: c1cc[nH]c1.c1cc[nH]c1.c1cc[nH]c1.c1cc[nH]c1.c1cc[nH]c1.CCOCC.CCOCC.CCOCC.CCOCC.CCOCC.

Structure (ORCA input):
```
! wB97M-V def2-TZVPD RIJCOSX def2/J DEFGRID3
* xyz 0 1
H -1.195 -4.920 -1.575
C 7.487 -0.752 2.589
H 5.704 2.823 2.220
C 5.510 -1.583 3.146
H -1.393 3.179 4.217
N -0.525 -0.707 0.258
H 0.533 -0.286 5.226
C -4.027 0.141 -1.584
H -4.860 -1.890 -0.675
C 1.258 -5.581 -0.794
H -4.570 1.327 2.107
H 1.305 3.507 -2.718
C -0.459 1.030 -2.683
H -2.182 4.981 -1.464
H -0.349 1.310 0.990
H -6.868 4.046 -1.947
H -0.717 -2.643 -2.798
C -0.702 -3.631 -3.243
H -0.086 2.097 3.528
C 1.408 -0.158 1.307
H -4.912 0.198 -0.895
H -1.458 -0.629 -0.139
O -4.496 4.344 -0.750
H -2.221 -3.250 0.019
C -0.098 -1.134 5.031
H 2.373 -2.111 1.070
H -3.488 2.917 0.314
H 7.169 -1.779 4.420
C 4.396 -2.053 -4.270
H -1.228 3.680 -0.689
H 8.486 -0.358 2.803
O -1.803 2.345 2.424
C -0.198 4.043 2.716
C 4.413 -1.126 -3.176
H -5.202 -1.033 -3.022
C -1.957 -2.354 5.094
H -1.912 0.568 3.555
H -3.642 -0.420 -3.652
C 3.455 -1.579 -2.302
H 5.062 -2.006 -5.122
H -3.488 1.072 -1.558
H 2.042 -0.266 -4.189
C -5.677 3.884 -0.137
H 4.952 2.277 -0.278
H 1.240 4.473 -1.195
H 1.103 -6.540 -1.305
H -1.692 1.621 -4.461
H 2.376 -5.441 -0.696
C 2.703 2.855 -1.137
C 1.504 -1.515 0.843
C 0.140 0.325 0.904
H -0.287 -5.681 -2.921
H 3.837 1.697 1.064
C -3.351 3.913 -0.116
H 0.406 3.740 1.890
C 6.556 -0.340 1.653
H -3.044 1.800 4.000
N 1.168 0.155 -3.949
H -3.119 -2.203 1.196
H 2.473 4.755 -2.214
H 3.072 -3.790 -4.641
C -0.855 1.132 -4.042
H -0.907 4.816 2.461
H 2.155 1.978 -0.852
H 0.540 -1.896 3.142
H -3.325 0.418 1.249
N -0.122 -1.824 3.870
H 6.786 0.365 0.871
N 6.839 -1.501 3.510
N 2.913 -2.698 -2.819
C -1.268 -2.562 3.920
O -3.154 -0.851 -1.100
H -5.658 4.272 0.890
C -0.374 -4.770 -2.303
C -3.825 -2.078 -0.894
H -1.061 1.206 -1.806
H 5.827 4.073 1.001
H 3.203 -1.388 -1.275
C 4.316 2.608 0.540
H -2.971 -2.740 5.340
C 0.325 -1.791 0.215
H 3.465 2.506 -1.847
H -3.771 -3.709 0.487
O 0.828 -4.499 -1.630
C -2.186 3.951 -1.126
C -0.867 2.869 3.312
C 1.895 3.916 -1.872
H 0.255 0.395 -5.873
C 5.114 3.421 1.528
H -2.476 3.341 -1.997
C 0.114 0.461 -4.812
C -2.590 1.351 3.108
C -3.661 0.715 2.206
C -3.190 -2.829 0.252
H 2.239 0.341 1.708
C 0.786 0.438 -2.689
H -4.077 -0.162 2.715
H 1.443 0.269 -1.839
H 4.459 4.034 2.138
H -1.601 -3.777 -3.815
C 0.622 -5.516 0.568
O 3.301 3.496 -0.021
H 2.168 -3.128 -2.276
H 4.845 -2.163 3.756
H -1.594 -3.122 3.028
H -3.125 4.573 0.731
C -1.219 -1.440 5.825
H -7.817 4.185 -0.414
H -3.772 -2.663 -1.814
H 0.046 -3.557 -4.035
C -4.506 -0.201 -3.023
H -6.835 5.543 -1.028
H 4.438 -0.842 1.349
H -0.457 -5.717 0.586
C 5.308 -0.918 1.993
H 0.548 4.523 3.397
C -6.865 4.420 -0.939
C 3.479 -3.020 -3.995
H -4.964 0.712 -3.469
H -5.755 2.750 -0.079
H 5.116 -0.296 -3.151
H 0.934 -4.608 1.127
H -1.435 -1.090 6.821
H 1.050 -6.350 1.159
H 0.004 -2.714 -0.251
*
```

Mulliken population analysis, charges in e, atoms 1 to 5:
1 H 0.22
2 C -0.56
3 H 0.38
4 C -0.82
5 H 0.52